The following is a DFT calculation (wB97M-V/def2-TZVPD) of a structure of composition C2Br2N2O2 at a distorted geometry.

```
8
Properties=species:S:1:pos:R:3
C 0.33 -0.41 -1.38
C -0.40 0.10 -0.19
N 1.05 -0.67 -2.24
N 0.50 0.00 1.08
O 1.28 0.90 1.15
O 0.20 -0.90 1.82
Br -0.94 1.99 -0.25
Br -2.02 -1.02 0.02
```

Calculated values
* HOMO level: -0.4074 Eh
* total charge: 0
* lowest unoccupied orbital energy: -1.2 eV
* Kohn-Sham gap: 0.3626 Ha
* energy above the lowest of the compared OMol25 structures with the same formula, charge and spin: 4.0 kJ/mol

For reference, the natural (NBO) charges in units of e are: number 1, C, carries 0.183; number 2, C, carries -0.199; number 3, N, carries -0.199; number 4, N, carries 0.514; number 5, O, carries -0.319; number 6, O, carries -0.308; number 7, Br, carries 0.174; number 8, Br, carries 0.153

The following is a DFT calculation (wB97M-V/def2-TZVPD) of a structure of composition C2Br2N2P at a distorted geometry.

```
7
Properties=species:S:1:pos:R:3
C 0.86 0.96 -1.99
C 0.17 0.33 2.37
N 1.73 1.26 -2.67
N -0.41 -0.42 2.98
P -0.71 1.40 -0.87
Br 0.80 2.19 1.43
Br -1.13 3.37 -1.78
```

Calculated values
* spin multiplicity: 3
* HOMO level (spin up / spin down): -0.5024 / -0.5962 Eh
* total charge: +1
* lowest unoccupied orbital energy (spin up / spin down): -8.9 / -11.1 eV
* Kohn-Sham gap (spin up / spin down): 0.1760 / 0.1896 Ha
* energy above the lowest of the compared OMol25 structures with the same formula, charge and spin: 167.4 kJ/mol

For reference, the natural (NBO) charges in units of e are: number 1, C, carries -0.107; number 2, C, carries 0.064; number 3, N, carries -0.157; number 4, N, carries -0.208; number 5, P, carries 0.785; number 6, Br, carries 0.540; number 7, Br, carries 0.083

The following is a DFT calculation (wB97M-V/def2-TZVPD) of a cluster of 2 separate species, C2BrClF2S in total at a distorted geometry.

```
7
Properties=species:S:1:pos:R:3
C 1.34 -0.54 -0.02
C -0.52 0.42 0.04
F -1.41 -0.38 -0.57
F -0.95 0.43 1.28
S 1.16 -2.09 -0.36
Cl -0.31 1.99 -0.68
Br 2.63 0.71 0.04
```

Calculated values
* HOMO level: -0.3310 Eh
* total charge: 0
* lowest unoccupied orbital energy: -0.9 eV
* Kohn-Sham gap: 0.2968 Ha
* energy above the lowest of the compared OMol25 structures with the same formula, charge and spin: 0.0 kJ/mol

For reference, the natural (NBO) charges in units of e are: number 1, C, carries -0.433; number 2, C, carries 0.633; number 3, F, carries -0.322; number 4, F, carries -0.317; number 5, S, carries 0.199; number 6, Cl, carries -0.001; number 7, Br, carries 0.241

The following is a DFT calculation (wB97M-V/def2-TZVPD) of an isolated molecule of C2BrF2IO at a distorted geometry.

```
7
Properties=species:S:1:pos:R:3
O -1.83 0.37 -0.59
C -0.92 0.16 0.12
I -1.13 -0.52 2.14
C 0.54 0.12 -0.20
F 1.03 0.99 -1.44
F 1.35 0.54 0.74
Br 0.96 -1.67 -0.76
```

Calculated values
* HOMO level: -0.3857 Eh
* SMILES: O=C(I)C(F)(F)Br
* total charge: 0
* lowest unoccupied orbital energy: -0.9 eV
* Kohn-Sham gap: 0.3531 Ha
* energy above the lowest of the compared OMol25 structures with the same formula, charge and spin: 59.2 kJ/mol

For reference, the natural (NBO) charges in units of e are: number 1, O, carries -0.419; number 2, C, carries 0.372; number 3, I, carries 0.092; number 4, C, carries 0.512; number 5, F, carries -0.388; number 6, F, carries -0.278; number 7, Br, carries 0.110